{
  "formula": "C36H46BeN3O2Si",
  "method": "wB97M-V/def2-TZVPD",
  "lumo_ev": 2.4,
  "gap_ev": 7.57,
  "de_lowest_kcal_mol": 0.00,
  "charge": -1,
  "homo_energy_ev": -5.2,
  "elements": ["Be", "C", "C", "C", "C", "C", "C", "C", "C", "C", "C", "C", "C", "N", "C", "O", "C", "C", "C", "C", "C", "N", "C", "O", "N", "C", "C", "C", "C", "C", "C", "C", "C", "C", "C", "C", "C", "H", "H", "H", "H", "H", "H", "H", "H", "H", "H", "H", "H", "H", "H", "H", "H", "H", "H", "H", "H", "H", "H", "H", "H", "H", "H", "H", "H", "H", "H", "H", "H", "H", "H", "H", "H", "H", "C", "Si", "C", "C", "C", "C", "H", "H", "H", "H", "H", "H", "H", "H", "H"],
  "positions_angstrom": [[-0.20714, 0.08569, 0.55648], [2.35479, -4.47008, 0.35685], [2.70567, -3.04791, 0.74448], [3.89937, -3.08559, 1.71999], [3.00031, -2.15860, -0.46764], [3.83842, -2.68865, -1.45903], [4.14238, -1.99953, -2.61258], [3.65479, -0.72887, -2.78526], [2.79748, -0.13714, -1.85547], [2.21269, 1.20502, -2.12306], [2.68420, 2.28755, -1.18593], [0.69883, 1.14454, -2.41398], [2.44939, -0.84141, -0.65781], [1.67748, -0.28547, 0.32443], [2.22580, -0.16374, 1.59636], [3.41823, 0.05636, 1.87744], [1.16835, -0.32709, 2.62105], [1.34702, -0.65858, 3.97269], [0.22514, -1.07105, 4.66464], [-1.02329, -1.22354, 4.06777], [-1.08155, -0.89985, 2.70638], [-0.05925, -0.27242, 2.11697], [-2.21267, -1.17392, 1.75085], [-3.27278, -1.72545, 2.09789], [-1.82972, -0.64273, 0.53654], [-2.66970, -0.88368, -0.60739], [-3.81896, -0.09689, -0.87515], [-4.67560, -0.52126, -1.91214], [-4.41109, -1.67564, -2.65090], [-3.32054, -2.45963, -2.32886], [-2.42553, -2.05980, -1.34140], [-1.18906, -2.93408, -1.08661], [-0.47352, -3.28039, -2.43621], [-1.57980, -4.18174, -0.31733], [-4.18342, 1.19869, -0.19498], [-3.80555, 1.45821, 1.28984], [-3.68314, 2.31355, -1.11056], [1.82149, -4.95460, 1.21098], [3.18784, -5.13050, 0.10358], [1.68168, -4.52820, -0.51900], [1.88964, -2.62489, 1.33146], [4.74443, -3.65907, 1.30658], [3.61181, -3.60284, 2.65356], [4.27118, -2.05625, 1.90325], [4.26762, -3.67473, -1.28963], [4.75147, -2.43228, -3.38760], [3.96067, -0.18208, -3.67279], [2.64316, 1.51150, -3.06568], [2.31600, 2.28781, -0.14854], [2.45977, 3.27928, -1.63169], [3.78888, 2.22423, -1.16865], [0.47567, 0.49173, -3.27831], [0.36255, 2.17363, -2.59877], [0.13807, 0.74913, -1.54824], [2.37316, -0.59153, 4.38525], [0.32689, -1.29032, 5.72097], [-1.90039, -1.61160, 4.58118], [-5.54120, 0.09555, -2.20567], [-5.09248, -1.94298, -3.45238], [-3.17723, -3.39668, -2.84918], [-0.44037, -2.37626, -0.47141], [-1.05188, -3.98950, -3.04926], [0.50801, -3.77951, -2.19951], [-0.29163, -2.35471, -3.02067], [-2.24419, -4.86871, -0.86970], [-2.15409, -3.90394, 0.56329], [-0.69678, -4.74252, 0.03999], [-5.26868, 1.23844, -0.20455], [-2.80938, 1.86568, 1.43867], [-3.90792, 0.50727, 1.84593], [-4.57766, 2.14395, 1.68060], [-2.59011, 2.20803, -1.25780], [-3.89883, 3.31676, -0.73751], [-4.10629, 2.24222, -2.12511], [-1.32226, 5.88058, -0.04032], [0.06719, 4.87517, 0.76917], [1.76439, 5.54836, 0.26359], [0.02337, 5.13995, 2.63390], [-0.12437, 3.04734, 0.44946], [-0.32690, 1.82966, 0.41035], [-1.33605, 6.95989, 0.19104], [-2.31755, 5.45624, 0.23894], [-1.26203, 5.75147, -1.15691], [1.82468, 6.61576, 0.59995], [2.00264, 5.51995, -0.80608], [2.59426, 5.05306, 0.77453], [0.22241, 6.20584, 2.87819], [0.76697, 4.51960, 3.15610], [-0.98563, 4.90073, 3.04614]],
  "forces_ev_per_angstrom": [[-0.3, 0.6, -0.9], [-1.4, -1.0, 0.0], [0.9, 0.4, 0.0], [0.5, 0.3, 0.0], [-0.1, 0.4, -0.5], [-0.3, -0.2, 0.6], [0.2, -0.2, 0.1], [-0.5, 0.6, 0.1], [-0.2, -1.1, 0.9], [-0.5, 0.0, -0.7], [0.7, 1.0, 0.5], [0.0, -0.2, 0.4], [2.1, -1.1, -1.4], [-1.5, 0.0, 2.5], [1.2, 1.0, -2.2], [-1.4, -0.6, 0.0], [-0.6, 0.4, 1.5], [0.9, 0.3, -1.1], [-0.3, 0.1, 1.0], [0.3, -0.1, -1.0], [-0.2, 0.7, 1.1], [0.5, -2.0, 1.4], [-0.5, 0.8, -1.4], [1.3, 0.4, -0.4], [-0.2, -0.9, 0.1], [-0.7, -0.3, 0.9], [0.1, -1.0, -0.2], [0.5, 0.2, -0.2], [-0.4, 0.5, 0.4], [0.0, 0.2, -0.1], [0.4, 0.0, 0.0], [0.4, 0.4, -0.7], [0.5, -0.1, 0.7], [0.0, -0.6, 0.5], [0.2, 0.6, 0.3], [-0.8, -0.8, -0.2], [0.7, 0.2, -0.7], [0.4, 0.2, -0.6], [0.3, 0.3, 0.1], [0.1, 0.2, 0.5], [-0.3, 0.0, -0.3], [-0.3, 0.1, -0.1], [0.1, 0.4, -0.2], [-0.3, -0.7, 0.2], [-0.1, 0.1, -0.1], [0.3, -0.2, 0.0], [-0.2, 0.1, 0.0], [0.2, 0.0, -0.6], [0.0, -0.3, -0.6], [-0.1, -0.4, 0.3], [-0.4, 0.1, 0.2], [0.2, 0.4, 0.2], [-0.2, -0.3, 0.0], [0.2, 0.3, -0.7], [-0.9, -0.2, -0.2], [0.0, -0.1, 0.0], [0.3, 0.0, -0.2], [0.4, -0.3, 0.4], [0.1, -0.1, 0.1], [0.2, 0.0, -0.1], [-0.7, -0.3, -0.4], [0.1, 0.3, 0.2], [-0.8, 0.6, -0.4], [0.0, -0.6, 0.3], [0.4, 0.3, -0.1], [0.0, 0.1, 0.2], [-0.3, 0.1, -0.3], [-0.3, -0.1, -0.1], [0.0, 0.0, -0.1], [0.0, 0.6, -0.1], [0.5, 0.0, 0.0], [-0.4, 0.2, 0.3], [0.0, 0.0, 0.2], [-0.1, -0.1, 0.3], [-0.5, -0.5, -0.8], [0.2, -0.7, 0.1], [0.1, 0.8, 0.0], [-0.6, 0.3, 0.4], [-0.5, 0.1, 0.2], [0.5, 1.4, 0.1], [0.2, -0.4, 0.0], [0.7, 0.3, -0.1], [0.0, 0.2, 0.9], [-0.1, -0.7, -0.3], [-0.2, 0.0, 0.1], [-0.2, -0.2, 0.0], [0.0, -0.5, -0.1], [-0.2, 0.1, -0.2], [0.7, 0.1, -0.2]]
}



{
  "formula": "C4H13NO2",
  "method": "wB97M-V/def2-TZVPD",
  "lumo_ev": 0.7,
  "smiles": "C[C@@H](O)CCN.O",
  "gap_ev": 9.48,
  "de_lowest_kcal_mol": 30.79,
  "homo_energy_ev": -8.8,
  "elements": ["C", "C", "C", "O", "C", "N", "H", "H", "H", "H", "H", "H", "H", "H", "H", "H", "H", "H", "H", "O"],
  "positions_angstrom": [[0.26834, 0.14061, -0.17427], [0.86734, -0.87669, -1.19105], [1.79651, -1.82361, -0.45909], [-0.13635, -1.53910, -1.92490], [-1.01352, 0.80544, -0.68199], [-0.94424, 1.38967, -1.99473], [1.01832, 0.92538, -0.03702], [0.12950, -0.43894, 0.74452], [1.49395, -0.31961, -1.89072], [2.47758, -2.46016, -1.02197], [2.32611, -1.49010, 0.42860], [1.11420, -2.48916, 0.10957], [-0.75465, -1.88614, -1.27162], [-1.27269, 1.56870, 0.04657], [-1.79501, 0.05609, -0.69751], [-1.68250, 1.02555, -2.57593], [-0.18851, 1.48759, -2.64560], [-0.45730, 1.75689, 5.31168], [-1.83426, 2.36580, 4.64056], [-1.41281, 1.80178, 5.28488]],
  "forces_ev_per_angstrom": [[0.5, -0.4, -1.1], [1.0, 1.3, 0.4], [-1.0, -1.7, 1.4], [0.1, -0.3, 0.1], [1.1, -0.4, 0.3], [-1.5, 0.6, -1.2], [0.0, -0.2, 0.4], [-0.3, 0.5, 0.2], [-0.4, 0.0, -0.4], [-0.2, 0.2, -0.4], [0.4, 1.1, -0.3], [0.1, -0.4, -0.6], [-0.1, -0.2, -0.1], [-0.3, 0.1, 0.2], [-0.4, -0.1, 0.1], [-0.2, 0.0, 0.1], [1.1, -0.3, 0.9], [-0.1, 0.6, -0.7], [0.8, 0.3, -0.4], [-0.8, -0.9, 1.1]]
}



Computed DFT total energy, in the same sequence as the records: -2018.5832, -365.3934 a.u..